31
Properties=species:S:1:pos:R:3:mulliken_charge:R:1 method="wB97M-V/def2-TZVPD" largest_force_ev_per_a=3.4 de_lowest_kj_mol=0.00 charge=+2 multiplicity=5
C -1.02 -4.98 1.71 -0.6239
C -2.27 -4.26 2.04 -0.5504
H -1.12 -6.07 1.72 0.3053
H -0.18 -4.61 2.36 0.1925
H -0.73 -4.77 0.64 0.1507
H -2.03 -3.20 1.77 -0.0678
H -3.13 -4.52 1.41 0.2852
H -2.56 -4.14 3.08 0.3115
C 2.45 -0.45 -1.01 -0.2599
C 3.53 -0.03 -1.74 -0.6110
C 3.58 1.31 -2.12 -0.4156
C 2.51 2.16 -1.81 -0.3015
H 2.33 -1.48 -0.70 0.5134
H 4.32 -0.73 -2.03 0.4230
H 4.47 1.64 -2.69 0.4248
H 2.56 3.20 -2.18 0.3946
N 1.46 0.44 -0.68 -0.1108
C 1.36 1.74 -1.08 0.4540
C 0.09 2.40 -0.67 0.5785
N -0.73 1.58 0.06 -0.6275
C -1.95 1.92 0.59 -0.1819
C -1.66 4.10 -0.28 -0.3910
C -2.43 3.21 0.46 -0.6118
H -2.46 1.13 1.13 0.5306
H -3.38 3.52 0.92 0.4268
C -0.44 3.70 -0.85 -0.3483
H 0.13 4.41 -1.46 0.4028
H -2.05 5.13 -0.40 0.4341
Pt -0.02 -0.24 0.48 1.0610
I -1.19 -1.45 -1.52 0.1257
I 0.58 -0.66 2.85 0.0868